A structure of composition C5H8Ag5Br4O3. Source: OMol25; level of theory: ωB97M-V/def2-TZVPD.

XYZ file:
```
25
Properties=species:S:1:pos:R:3:forces:R:3:mulliken_charge:R:1
Ag 3.11472 -0.67047 0.71057 -0.48 -0.65 0.42 0.58
Ag 3.75388 3.17888 0.86887 -0.44 -0.16 0.43 0.85
Ag -0.80050 0.21602 -1.93968 -0.61 -0.77 0.48 0.65
Ag 2.76767 0.53614 -2.94134 -0.40 -0.58 0.47 0.79
Ag 0.70419 3.38162 -2.44212 -0.58 -0.05 0.59 0.78
C 1.23946 1.25485 -0.21499 0.99 1.30 -1.38 1.09
O 2.02677 1.59335 0.73532 -0.29 -0.14 -0.39 -0.80
O 0.25353 1.98201 -0.65349 0.66 0.21 0.10 -0.65
O 1.52075 0.18067 -0.92048 0.60 -0.15 -0.27 -0.56
Br -0.31828 -2.71524 -2.73157 -0.18 0.22 -0.17 -0.13
C 0.87869 -3.37336 -1.35319 0.75 0.65 0.61 -0.29
C 0.37069 -2.87298 -0.02047 -0.66 0.59 -0.30 -0.14
Br 1.67536 -3.09110 1.39926 0.33 0.15 -0.05 -0.07
H 1.82922 -2.87168 -1.52993 0.05 -0.20 -0.24 0.18
H 1.03438 -4.44351 -1.43469 -0.39 -0.09 -0.13 0.45
H -0.60438 -3.26213 0.26432 0.27 -0.46 0.29 0.46
H 0.24074 -1.79552 -0.07618 0.00 0.02 -0.03 -0.26
Br -2.84644 -0.18042 0.24923 0.27 0.06 -0.62 -0.11
C -2.83968 1.65756 0.86835 0.20 1.11 0.05 -0.40
C -2.02606 1.83150 2.12272 -0.03 -0.43 0.09 -0.42
Br -2.66305 0.73792 3.58030 -0.03 0.05 0.05 -0.06
H -3.84605 2.05368 0.97987 -0.25 -0.64 0.07 0.44
H -2.38518 2.27327 0.09116 0.08 -0.25 -0.13 0.15
H -2.08371 2.86843 2.44276 0.06 0.04 0.01 0.42
H -0.99671 1.53052 1.94539 0.09 0.16 0.07 0.02
```
Positions in Å, forces in eV/Å.

Values from the calculation:
Energy relative to the best compared isomer or geometry (same formula, charge and spin) = 0.0 kcal/mol
E = -311592.559 eV
Net charge = +3
Lowest unoccupied orbital energy = -12.8 eV
Kohn-Sham gap = 0.143 Ha